{
  "formula": "C23H34N2O2",
  "method": "wB97M-V/def2-TZVPD",
  "gap_ev": 8.31,
  "spin_multiplicity": 1,
  "de_lowest_kj_mol": 2774.77,
  "energy_ev": -31451.69807,
  "species": ["C", "C", "C", "C", "N", "C", "C", "N", "C", "H", "C", "C", "H", "H", "C", "O", "H", "H", "H", "H", "H", "C", "C", "C", "C", "C", "C", "C", "H", "H", "C", "C", "C", "C", "H", "H", "H", "C", "H", "H", "H", "O", "H", "H", "H", "H", "H", "H", "H", "H", "H", "H", "H", "H", "C", "H", "H", "H", "H", "H", "H"],
  "xyz": [[-5.86, -3.26, -0.14], [-5.54, -1.81, -0.48], [-4.33, -1.23, -0.79], [-4.12, 0.08, -1.10], [-2.78, 0.34, -0.91], [-2.49, 1.55, -1.56], [-1.12, 2.02, -1.16], [-1.01, 2.61, -0.07], [-1.29, 1.48, 0.81], [-1.14, 1.72, 1.94], [-2.70, 1.08, 0.67], [-3.00, -0.21, 1.50], [-3.85, -0.92, 1.25], [-2.91, 0.16, 2.66], [-1.84, -1.42, 1.39], [-1.63, -1.87, 0.34], [-1.65, -1.24, -0.33], [-2.21, -2.33, 2.16], [-0.80, -0.95, 1.94], [-3.40, 1.73, 1.02], [-0.53, 0.66, 0.64], [0.11, 3.42, 0.56], [1.49, 2.63, 0.35], [2.13, 2.50, -0.73], [3.31, 1.83, -1.28], [3.85, 0.92, 0.04], [3.08, 0.79, 1.26], [1.99, 1.94, 1.34], [1.35, 1.79, 2.43], [3.46, 0.36, 2.17], [4.91, 0.18, -0.13], [5.85, -0.65, -0.29], [7.06, -1.47, -0.32], [8.30, -0.84, -0.24], [8.35, -0.30, 0.76], [9.21, -1.17, -0.32], [8.38, 0.06, -1.17], [6.97, -2.60, 0.99], [7.01, -2.14, 1.74], [7.68, -3.18, 0.68], [6.11, -3.25, 0.81], [6.88, -2.00, -1.41], [6.09, -2.59, -1.74], [3.80, 1.47, -1.95], [1.75, 3.10, -1.83], [0.25, 3.62, 1.41], [0.36, 4.08, -0.22], [-0.68, 2.84, -1.95], [-0.28, 1.43, -1.63], [-2.62, 1.37, -2.60], [-3.11, 2.53, -1.52], [-4.87, 0.83, -0.63], [-4.12, 0.31, -2.26], [-3.58, -2.08, -0.74], [-6.80, -1.00, -0.26], [-6.73, -0.03, 0.56], [-7.17, -0.53, -1.41], [-7.86, -1.51, -0.01], [-4.96, -3.72, -0.28], [-6.19, -3.42, 1.06], [-6.56, -3.73, -1.03]]
}

{
  "formula": "C4H9N",
  "method": "wB97M-V/def2-TZVPD",
  "gap_ev": 11.00,
  "spin_multiplicity": 1,
  "de_lowest_kj_mol": 222.37,
  "energy_ev": -5781.50726,
  "species": ["C", "N", "C", "H", "H", "H", "H", "H", "C", "C", "H", "H", "H", "H"],
  "xyz": [[-3.23, 1.46, -3.11], [-2.85, 1.19, -4.28], [-1.40, 1.02, -4.47], [-4.31, 1.47, -2.94], [-2.66, 1.56, -2.20], [-1.18, 0.75, -5.49], [-0.96, 0.55, -3.59], [-0.97, 2.04, -4.35], [3.07, -2.13, 6.11], [4.17, -1.55, 5.67], [2.74, -3.13, 5.86], [2.37, -1.62, 6.78], [4.61, -2.19, 4.91], [4.50, -0.52, 5.71]]
}